No. 1
Formula: C33H79ClIN12O18P
Source: OMol25
Level of theory: the ωB97M-V functional and the def2-TZVPD basis

## Properties
E_tot   -4414.63416 Eh
SMILES   CCCCCCCCC[C@](C[C@H](C)Cl)(OCCC(C)C)[C@H](C[C@H](C)I)N(CC(N)(N)N)P(C)O.C[N+](=O)[O-].C[N+](=O)[O-].C[N+](=O)[O-].C[N+](=O)[O-].C[N+](=O)[O-].C[N+](=O)[O-].C[N+](=O)[O-].C[N+](=O)[O-]
Highest occupied orbital energy   -0.2976 Eh

Structure (ORCA input):
```
! wB97M-V def2-TZVPD RIJCOSX def2/J DEFGRID3
* xyz 0 1
C 6.7983 2.0143 0.9142
C 5.6965 1.2998 0.1177
C 5.8121 1.4712 -1.3928
C 5.7833 2.9162 -1.8815
C 4.4822 3.6536 -1.5283
C 3.5914 3.9343 -2.7344
C 2.0947 3.7748 -2.3895
C 1.7450 2.2959 -2.4941
C 0.2718 1.9373 -2.2174
C -0.0215 1.3150 -0.8293
C 0.6000 2.3360 0.1774
C 0.3021 2.2641 1.6729
C 0.0864 0.9018 2.3130
Cl -1.0624 3.3473 2.1852
O 0.7370 0.1158 -0.6164
C 1.0346 -0.6903 -1.7446
C 1.4759 -2.0610 -1.2563
C 2.5542 -2.6549 -2.1425
C 2.8269 -4.1146 -1.7690
C 3.8820 -1.8721 -2.0529
C -1.5786 1.1105 -0.6308
C -2.0807 -0.3530 -0.7584
C -1.7870 -1.3212 0.3894
C -1.9191 -2.7829 -0.1462
I -3.2794 -1.1901 1.9766
N -2.3719 2.0020 -1.5377
C -2.6822 1.3930 -2.8487
C -2.8442 2.4250 -4.0258
N -2.6881 3.8000 -3.6768
N -1.7415 2.1299 -4.9648
N -4.1557 2.2224 -4.6597
P -3.8669 2.6310 -0.9360
C -3.4056 4.2354 -0.1285
O -4.3293 1.6916 0.3482
H 7.5909 2.4054 0.2871
H 7.2589 1.3141 1.5955
H 6.3707 2.7985 1.5294
H 4.7076 1.5717 0.4725
H 5.7960 0.2360 0.3158
H 6.7690 1.0375 -1.6862
H 5.0612 0.8679 -1.8998
H 5.9743 2.9080 -2.9517
H 6.6239 3.4279 -1.4247
H 4.7616 4.6052 -1.0918
H 3.9609 3.0685 -0.7783
H 3.8084 4.8853 -3.2104
H 3.8059 3.1659 -3.4775
H 1.5297 4.3271 -3.1368
H 1.9694 4.1671 -1.3896
H 1.9905 1.9669 -3.4990
H 2.4051 1.7385 -1.8283
H -0.2749 2.8697 -2.2402
H -0.1323 1.3458 -3.0253
H 1.6699 2.1918 0.1202
H 0.3436 3.3172 -0.1959
H 1.1525 2.7011 2.1772
H 0.6931 0.1211 1.8766
H -0.9704 0.6744 2.3296
H 0.3802 0.9902 3.3530
H 1.8787 -0.2912 -2.3082
H 0.2207 -0.7696 -2.4601
H 0.6380 -2.7491 -1.2917
H 1.8391 -2.0027 -0.2335
H 2.2123 -2.6289 -3.1771
H 3.5346 -4.4969 -2.4975
H 1.9301 -4.7218 -1.7471
H 3.3557 -4.1281 -0.8203
H 3.7996 -1.0233 -1.3813
H 4.1095 -1.4447 -3.0269
H 4.7268 -2.5017 -1.8039
H -1.8580 1.3877 0.3787
H -3.1630 -0.2802 -0.7893
H -1.7959 -0.8307 -1.6856
H -0.7958 -1.2366 0.7949
H -1.0113 -3.3452 0.0212
H -2.1990 -2.8176 -1.1923
H -2.6852 -3.3236 0.3836
H -3.6118 0.8342 -2.7971
H -1.9255 0.6891 -3.1716
H -1.8811 3.9540 -3.0920
H -3.5264 4.1975 -3.2752
H -1.8506 1.2127 -5.3794
H -1.7167 2.8600 -5.6663
H -4.0558 1.5819 -5.4366
H -4.4177 3.1071 -5.0891
H -4.2108 4.9035 -0.4206
H -2.4922 4.6575 -0.5305
H -3.4211 4.1873 0.9543
H -5.2694 1.8391 0.5367
C 8.0799 -2.4560 0.6571
N 7.9903 -1.2752 1.5602
O 8.9102 -0.4792 1.5486
O 6.9936 -1.1895 2.2504
H 9.0124 -2.3992 0.1084
H 8.0428 -3.3448 1.2795
H 7.2260 -2.4173 -0.0132
C -4.9469 -6.1189 -1.9698
N -3.7256 -5.5474 -1.3383
O -2.8215 -5.1934 -2.0691
O -3.7226 -5.4762 -0.1260
H -4.8093 -6.1210 -3.0444
H -5.0679 -7.1282 -1.5865
H -5.7852 -5.4918 -1.6816
C -0.2749 -5.7240 1.7934
N 1.0947 -6.2921 1.9308
O 1.5877 -6.8276 0.9555
O 1.6308 -6.1798 3.0163
H -0.6233 -5.8995 0.7822
H -0.9115 -6.2294 2.5109
H -0.2139 -4.6598 2.0038
C -4.9658 -8.0046 2.7886
N -3.7954 -8.3378 1.9301
O -3.9378 -9.1951 1.0804
O -2.7697 -7.7187 2.1391
H -5.7967 -8.6254 2.4911
H -4.6779 -8.1981 3.8179
H -5.1909 -6.9542 2.6392
C 1.4303 2.8183 5.9058
N 1.5001 1.3625 6.2215
O 0.8593 0.6034 5.5181
O 2.1958 1.0380 7.1617
H 0.7772 2.9557 5.0505
H 1.0378 3.3227 6.7833
H 2.4400 3.1529 5.6871
C 0.9019 6.6603 1.3201
N 2.2098 5.9854 1.5492
O 2.7075 5.3745 0.6210
O 2.6930 6.0876 2.6597
H 0.5933 6.4814 0.2965
H 0.1925 6.2349 2.0222
H 1.0415 7.7201 1.5076
C -9.7388 -6.7053 2.1817
N -8.3699 -7.2868 2.2607
O -7.9184 -7.8114 1.2611
O -7.7973 -7.1929 3.3303
H -10.1209 -6.8615 1.1802
H -10.3507 -7.2142 2.9200
H -9.6559 -5.6473 2.4111
C -3.6438 6.3475 3.2500
N -2.7738 7.1366 2.3370
O -3.1047 7.2488 1.1743
O -1.7687 7.6082 2.8362
H -4.4939 5.9701 2.6940
H -3.0299 5.5358 3.6312
H -3.9607 7.0050 4.0537
*
```

No. 2
Formula: C33H79F6N9O8PV
Source: OMol25
Level of theory: the ωB97M-V functional and the def2-TZVPD basis

## Properties
E_tot   -4283.86419 Eh
Highest occupied orbital energy (spin up / spin down)   -0.3741 / -0.3741 Eh
Expectation value of S²   1.246

Structure (ORCA input):
```
! wB97M-V def2-TZVPD RIJCOSX def2/J DEFGRID3
* xyz 1 2
O 12.0478 21.5565 33.0690
V 11.8545 23.0493 33.4354
P 15.2031 21.2151 30.0941
F 14.8898 19.6438 29.8878
F 14.1442 21.4855 28.8827
F 14.0652 21.2686 31.2877
F 15.5936 22.7723 30.3979
F 16.3832 20.7132 31.1877
F 16.3941 21.1989 29.0251
C 18.0555 18.9826 23.8297
C 18.0263 20.1879 24.7694
N 19.3836 20.4228 25.1776
C 20.1726 21.2440 24.2336
C 21.6849 21.0621 24.5605
C 19.4725 20.9957 26.5408
C 19.2317 19.8885 27.6005
H 17.0917 18.5354 23.5862
H 18.5555 18.1157 24.2616
H 18.6384 19.1628 22.9264
H 17.5684 21.0159 24.2283
H 17.3133 19.9052 25.5439
H 19.9765 20.8590 23.2329
H 19.7885 22.2640 24.2368
H 22.0179 20.0508 24.3269
H 22.3142 21.7056 23.9457
H 22.0219 21.3529 25.5554
H 18.8529 21.8892 26.6179
H 20.4564 21.4143 26.7526
H 20.0691 19.1908 27.5893
H 18.3706 19.2250 27.5216
H 19.0691 20.2438 28.6181
C 12.8743 28.7649 29.6372
C 14.3699 29.0671 29.8857
N 14.9281 28.3908 31.0490
C 16.1603 29.0480 31.5525
C 15.8671 30.5071 32.0516
C 15.0966 26.9599 30.7426
C 15.4236 26.0453 31.9612
H 12.4274 28.8255 30.6295
H 12.7338 27.7565 29.2479
H 12.4508 29.4639 28.9160
H 14.9158 28.9691 28.9473
H 14.2930 30.1519 29.9590
H 16.5225 28.4624 32.3974
H 16.9237 29.0141 30.7753
H 16.5997 30.9910 32.6974
H 15.6697 31.0995 31.1582
H 15.0474 30.5474 32.7689
H 15.8065 26.8729 29.9201
H 14.1334 26.6456 30.3407
H 15.6347 25.0362 31.6076
H 14.5877 25.9681 32.6565
H 16.3687 26.3932 32.3782
C 20.7784 24.1385 31.6008
O 21.5404 23.1528 31.5414
N 19.8551 24.3919 30.6509
C 18.9926 25.5493 30.7247
C 19.5660 23.4223 29.5773
H 20.7877 24.8693 32.4242
H 18.0480 25.2331 31.1672
H 18.7888 25.9427 29.7288
H 19.3703 26.3424 31.3700
H 18.4998 23.1957 29.5833
H 19.8062 23.7170 28.5558
H 20.0078 22.4370 29.7262
C 14.2444 18.0035 24.9480
O 13.5988 17.9701 23.9236
N 13.9955 18.8469 25.9749
C 14.7641 18.7699 27.1487
C 12.9976 19.9025 25.7893
H 15.0884 17.3413 25.1956
H 14.1558 18.5831 28.0337
H 15.2213 19.7506 27.2800
H 15.5468 18.0131 27.0968
H 12.2595 19.7738 24.9976
H 12.3641 20.0224 26.6682
H 13.4949 20.8716 25.7496
C 19.1001 19.9906 33.8010
O 18.5022 20.2392 34.8539
N 20.4364 20.1542 33.6356
C 21.0373 19.9011 32.3012
C 21.3194 20.6248 34.7030
H 18.6340 19.7278 32.8388
H 20.2186 19.5509 31.6725
H 21.8919 19.2252 32.3294
H 21.4647 20.8286 31.9202
H 20.7480 20.7724 35.6194
H 22.1148 19.8928 34.8436
H 21.7991 21.5468 34.3744
C 12.4323 23.9879 30.1135
O 12.1944 23.7237 31.3077
N 11.6765 24.8499 29.4694
C 11.7415 25.2910 28.0972
C 10.6145 25.6158 30.1165
H 13.1666 23.4892 29.4620
H 12.5016 24.7342 27.5492
H 12.0394 26.3348 27.9974
H 10.7764 25.2132 27.5966
H 10.2744 25.2716 31.0932
H 10.8287 26.6766 30.2464
H 9.6873 25.5531 29.5469
C 15.6043 22.8684 26.0126
O 15.3098 22.7668 24.8060
N 15.4481 24.0704 26.6834
C 14.8824 25.2500 26.0270
C 16.0801 24.2519 28.0117
H 15.8030 22.0151 26.6794
H 14.2384 25.0058 25.1821
H 15.7051 25.8312 25.6107
H 14.4178 25.8505 26.8090
H 16.6817 23.4163 28.3694
H 16.5614 25.2293 27.9783
H 15.3187 24.3855 28.7802
C 15.2266 23.0061 33.5323
O 14.0716 23.2004 33.9492
N 16.3363 23.4944 34.1613
C 17.6910 23.3223 33.5988
C 16.2060 24.2872 35.3798
H 15.5755 22.3942 32.6862
H 18.2335 24.2630 33.6928
H 17.5063 23.2001 32.5316
H 18.3468 22.5664 34.0308
H 15.2055 24.5500 35.7234
H 16.6144 23.6325 36.1496
H 16.8086 25.1942 35.4288
C 17.1125 17.2622 31.0826
O 17.9154 16.5104 30.5876
N 16.8408 17.2549 32.3900
C 17.5012 16.4738 33.3973
C 15.8535 18.2509 32.9189
H 16.5980 18.0404 30.4980
H 18.1706 16.9792 34.0934
H 18.1279 15.7157 32.9277
H 16.7642 15.9867 34.0360
H 16.4433 19.0635 33.3432
H 15.1468 18.5678 32.1519
H 15.2354 17.8608 33.7274
*
```

No. 3
Formula: C33H79N3O9PS
Source: OMol25
Level of theory: the ωB97M-V functional and the def2-TZVPD basis

## Properties
E_tot   -2885.25223 Eh
Highest occupied orbital energy   -0.3749 Eh

Structure (ORCA input):
```
! wB97M-V def2-TZVPD RIJCOSX def2/J DEFGRID3
* xyz 1 1
C -3.4907 0.3657 -6.9810
C -1.9938 0.7468 -6.6568
O -1.1593 -0.3633 -6.9593
C -0.1547 -0.5702 -5.9868
C -0.3702 -1.9277 -5.2245
O 0.4641 -2.0034 -4.0675
C 0.0246 -2.9913 -3.1758
P -1.4247 -2.3732 -2.1035
S -1.5709 -0.3046 -2.4569
C -2.9392 -3.3125 -2.7012
C -4.2588 -2.4637 -2.6735
C -4.7004 -2.1557 -4.1710
C -5.4346 -3.2574 -1.9597
O -1.2436 -2.8069 -0.5209
C -0.5846 -1.7970 0.3049
C -1.6493 -1.1322 1.2444
C -1.2772 -1.5421 2.7282
C -1.7329 0.4404 1.1086
C -1.7430 1.2025 2.4948
C -3.0315 0.9341 0.3519
H -3.6424 -0.6824 -6.6400
H -3.7182 0.4621 -8.0583
H -4.1729 0.9983 -6.3738
H -1.9753 1.0472 -5.5896
H -1.7686 1.6242 -7.3029
H -0.0462 0.2617 -5.2648
H 0.8081 -0.6693 -6.5328
H -1.4380 -1.9298 -4.8914
H -0.2300 -2.7683 -5.9344
H -0.2799 -3.9123 -3.7224
H 0.8378 -3.2145 -2.4542
H -2.8846 0.0132 -2.6870
H -2.7232 -3.7788 -3.6794
H -3.0755 -4.1472 -1.9737
H -4.1702 -1.5103 -2.1215
H -4.3457 -1.1268 -4.3999
H -5.7913 -2.2404 -4.3035
H -4.2291 -2.8900 -4.8540
H -5.7397 -2.7153 -1.0427
H -6.3272 -3.3579 -2.6010
H -5.1287 -4.2876 -1.6770
H 0.0464 -1.0806 -0.2583
H 0.1097 -2.3616 0.9667
H -2.6561 -1.5777 1.0692
H -0.3107 -1.0444 2.9517
H -1.0562 -2.6328 2.7641
H -2.0716 -1.3041 3.4504
H -0.8047 0.7603 0.5791
H -0.7913 1.1130 3.0427
H -1.9671 2.2593 2.2474
H -2.6146 0.8098 3.0523
H -3.6450 0.1023 -0.0453
H -3.6132 1.6569 0.9489
H -2.6713 1.5013 -0.5397
C -3.1691 -3.4977 9.1662
O -1.8447 -3.7706 9.5905
C -1.5185 -5.1573 9.5994
C -0.5396 -5.4965 8.4835
N -1.1722 -5.4063 7.1703
C -0.2348 -5.4537 6.0497
C 0.8103 -4.3373 5.9385
O 0.2711 -3.0589 5.6334
C -0.2206 -2.3378 6.7528
H -3.3819 -2.4524 9.3897
H -3.2807 -3.6474 8.0881
H -3.8919 -4.1185 9.7020
H -2.4110 -5.7876 9.5531
H -1.0266 -5.3553 10.5555
H -0.1645 -6.5134 8.6312
H 0.3073 -4.8052 8.5693
H -1.6894 -4.5398 7.1126
H -0.8373 -5.4334 5.1372
H 0.2816 -6.4191 6.0658
H 1.4583 -4.5896 5.0939
H 1.4671 -4.2829 6.8126
H 0.3490 -2.5423 7.6614
H -1.2802 -2.5502 6.9106
H -0.1374 -1.2728 6.5267
C 4.6878 0.8632 -2.5769
O 4.9925 -0.0760 -3.5934
C 3.8634 -0.4845 -4.3569
C 3.9170 0.0867 -5.7675
N 3.6934 1.5287 -5.7690
C 3.9947 2.1817 -7.0445
C 5.4365 2.1189 -7.5616
O 6.3666 2.8577 -6.7874
C 6.8666 2.1823 -5.6457
H 5.5610 0.9503 -1.9310
H 4.4732 1.8495 -2.9973
H 3.8416 0.5279 -1.9695
H 2.9199 -0.2341 -3.8610
H 3.9164 -1.5750 -4.4286
H 3.1483 -0.3951 -6.3801
H 4.8966 -0.1685 -6.1878
H 4.2694 1.9523 -5.0545
H 3.7336 3.2361 -6.9248
H 3.3268 1.7760 -7.8119
H 5.4413 2.5879 -8.5492
H 5.7875 1.0928 -7.7164
H 6.9507 1.1047 -5.8043
H 6.2445 2.3926 -4.7723
H 7.8614 2.5770 -5.4335
C 3.7310 6.1478 1.8390
O 3.2296 5.2432 2.8095
C 2.8049 5.8728 4.0154
C 1.2880 5.8407 4.1450
N 0.6490 6.7242 3.1742
C -0.7970 6.5418 3.0600
C -1.3116 5.1776 2.5872
O -1.0069 4.8779 1.2303
C 0.2909 4.3466 1.0164
H 4.2124 5.5629 1.0552
H 2.9252 6.7315 1.3848
H 4.4750 6.8206 2.2727
H 3.1915 6.8919 4.1026
H 3.2294 5.2897 4.8372
H 1.0067 6.1547 5.1543
H 0.9697 4.7993 4.0108
H 1.0598 6.5663 2.2643
H -1.1516 7.2927 2.3494
H -1.2578 6.7774 4.0247
H -2.4037 5.2110 2.6419
H -1.0055 4.3576 3.2464
H 0.6333 3.7317 1.8524
H 1.0044 5.1479 0.8159
H 0.2555 3.7197 0.1220
*
```

Question: Among the records above, which one has the highest E_tot?
Answer: C33H79N3O9PS